This record from the OMol25 dataset describes a molecular structure, C13H17CaNS in a non-equilibrium geometry. The level of theory is the ωB97M-V functional and the def2-TZVPD basis.

```
33
Properties=species:S:1:pos:R:3:forces:R:3
C -1.3752 -1.0901 -1.1575 -1.91 -3.44 2.11
C 1.6738 -0.2414 -1.9414 0.31 0.39 -1.75
C -1.5009 0.3079 -1.3389 -0.01 1.58 1.44
H -2.1211 -2.0210 -1.0956 -1.41 0.94 -2.42
C 1.4160 1.0842 -1.8672 1.68 -0.46 -1.44
H 2.6689 -0.6431 -1.6602 -0.56 0.50 0.32
H -2.2343 0.7800 -0.6582 0.34 -0.02 -0.57
H 2.1986 1.7186 -1.4315 -0.17 -0.18 0.10
C -1.0748 1.0395 -2.5475 -0.80 0.43 -0.77
H -1.8519 1.7756 -2.8034 0.23 0.08 -0.13
H -1.0018 0.4128 -3.4456 -0.14 0.05 0.16
C -0.4511 -1.8872 -2.0545 1.56 -0.68 -0.40
H -1.0037 -2.2440 -2.9458 0.01 0.23 0.57
H -0.1171 -2.8014 -1.5448 -0.10 0.06 0.00
C 0.8095 -1.2232 -2.7125 0.50 -0.36 -0.52
H 0.5177 -0.7610 -3.6747 0.09 -0.04 0.65
H 1.4900 -2.0395 -3.0389 -0.42 0.27 0.34
C 0.2482 1.8222 -2.4205 -0.49 0.34 0.05
H 0.4879 2.1607 -3.4302 0.45 0.15 -0.15
H 0.1172 2.7474 -1.8362 -0.11 -0.31 -0.02
Ca 0.6914 0.2043 0.2558 -2.27 -0.39 0.59
H -1.8005 -1.3345 -0.0809 3.10 0.74 0.51
S 1.0599 2.3032 1.7812 0.34 0.48 -0.51
C 0.5856 1.0680 2.8738 -0.27 -1.26 0.36
C 0.6197 1.3425 4.2473 0.06 0.23 -0.04
C 0.2128 0.3876 5.1414 0.02 -0.03 0.28
C -0.2519 -0.8522 4.6820 -0.18 -0.58 -0.71
C -0.2504 -1.1104 3.3097 0.54 1.43 0.79
N 0.1990 -0.1790 2.4333 -0.27 0.16 1.05
H 0.9909 2.3343 4.5101 -0.21 -0.40 0.27
H 0.2652 0.6130 6.2071 -0.12 -0.19 -0.22
H -0.6069 -1.6286 5.3518 0.07 0.21 0.03
H -0.6106 -2.0451 2.8922 0.11 0.07 0.03
```
Forces are in eV/Å.

- frontier orbital gap (eV) = 5.054
- ΔE to the lowest compared entry with this formula, charge and spin (eV) = 1.830
- charge = 0
- LUMO level (eV) = -0.1